(1)
The following is a quantum chemistry calculation of a molecular structure, C29H20AsBrN2O3PtS, from the Open Molecules 2025 dataset.

Element x y z (Å)
Pt1 0.189155 -0.524616 -1.380549
Br1 -4.055872 1.128978 -2.448028
As1 -0.563937 -0.236904 0.808969
S1 1.699628 -1.962067 -0.506380
O1 1.292575 -1.130025 -5.318524
O2 2.233953 0.948647 -0.319011
O3 1.249028 -0.638243 -3.150730
N1 3.255780 0.243699 -0.668517
N2 -2.701326 -0.642150 -5.879870
C1 -2.225478 -1.801565 2.595843
C2 3.175005 -1.102432 -0.839485
C3 -1.411438 -0.837750 -5.624719
C4 -1.719111 3.847717 0.829795
C5 -2.161102 -1.173827 1.357137
C6 -0.080073 3.418945 2.545962
C7 0.712091 -0.753930 -4.321602
C8 2.217684 -1.103285 3.885004
C9 -0.046909 2.078882 2.183813
C10 0.648585 -0.253925 2.291394
C11 -0.915347 4.295396 1.868186
C12 4.297623 -1.815263 -1.251992
C13 0.779624 1.035069 2.819993
C14 -1.574604 0.088575 -3.448655
C15 1.653039 1.239761 3.880640
C16 -3.249870 -1.214913 0.495014
C17 -0.863082 1.638051 1.139022
C18 2.365190 0.173428 4.407469
C19 5.503364 -1.186286 -1.466694
C20 -4.474775 -2.498963 2.116171
C21 5.562669 0.193059 -1.295239
C22 -1.691918 2.509619 0.458144
C23 -3.383628 -2.467475 2.972341
C24 1.359691 -1.320824 2.815363
C25 -4.407906 -1.872316 0.879236
C26 4.435583 0.871551 -0.913436
C27 -3.440719 -0.069911 -4.939445
C28 -0.789039 -0.495945 -4.425611
C29 -2.914210 0.308941 -3.714460
H1 6.472315 0.749098 -1.469427
H2 0.542176 3.787480 3.351113
H3 -1.216565 0.437581 -2.463497
H4 -3.196309 -0.745616 -0.479747
H5 -2.313415 2.161786 -0.357574
H6 1.261199 -2.309379 2.388597
H7 -4.489445 0.095639 -5.156043
H8 -0.806852 -1.286128 -6.401554
H9 -5.378079 -3.016578 2.411467
H10 1.782176 2.229278 4.299186
H11 -2.363572 4.540830 0.305262
H12 -0.937006 5.339614 2.151707
H13 6.369176 -1.749033 -1.784943
H14 -3.433325 -2.958856 3.935174
H15 2.777858 -1.928989 4.303424
H16 -5.256327 -1.901853 0.207838
H17 3.042994 0.339616 5.234789
H18 4.182988 -2.877765 -1.413399
H19 -1.378936 -1.763573 3.269560
H20 4.379022 1.939144 -0.768484

Atoms 1-6, force components in eV/Å:
0.408 -0.426 -0.705
0.030 0.015 -0.011
-0.365 0.342 -0.158
-0.002 -0.028 0.067
0.137 0.317 0.007
0.040 0.041 0.193

Properties
* energy: -6779.58893 Ha
* Kohn-Sham gap: 7.17 eV


(2)
The following is a quantum chemistry calculation of a molecular structure, C29H20BrCl2CrN9O6S2 in a non-equilibrium geometry, from the Open Molecules 2025 dataset.

Element x y z (Å)
Br1 5.248646 -6.185222 -1.122983
Cr1 -0.254840 -0.630048 -0.374609
Cl1 -5.372418 -2.602655 -0.416019
Cl2 -2.797852 -1.241838 -0.537217
S1 -3.160776 2.094431 2.036308
S2 -1.139654 3.775870 0.219690
O1 -0.401135 -0.566051 -2.258588
O2 -0.089775 -0.639419 1.506107
O3 1.422258 -3.248103 0.728823
O4 -3.885563 1.110873 2.794440
O5 -0.367316 -2.647869 -0.509374
O6 -2.563862 3.182872 2.775593
N1 5.037129 -0.899791 3.329598
N2 -0.638025 0.441868 -3.018076
N3 1.717279 -0.527238 -0.242385
N4 -1.368894 2.179181 -5.839107
N5 -0.280445 1.414699 -0.369862
N6 5.928443 -1.602850 2.798624
N7 -2.085601 1.326241 1.102965
N8 -1.022796 -2.116943 -5.397819
N9 -7.405571 4.184343 -1.562725
C1 4.437463 -0.583195 0.345341
C2 -4.433777 2.346060 -0.413732
C3 -0.894309 0.196538 -4.264593
C4 -1.205205 2.019623 0.394400
C5 -5.192695 3.790939 1.349693
C6 -6.340691 3.778293 -0.772119
C7 -5.438540 2.818584 -1.237858
C8 4.340593 -4.346763 0.860839
C9 2.152830 -0.511304 1.037756
C10 0.455001 2.314238 -1.111149
C11 1.087600 -0.501030 1.997778
C12 3.803294 -0.635800 2.801926
C13 5.684913 -2.584225 1.834267
C14 5.417475 -4.715102 0.071561
C15 4.473772 -3.285758 1.733992
C16 -1.149690 1.314642 -5.113676
C17 6.624923 -4.040448 0.146665
C18 1.434421 -0.352676 3.343843
C19 6.758383 -2.988451 1.032629
C20 2.611751 -0.580910 -1.212704
C21 -4.330998 2.809240 0.886576
C22 0.134248 3.604556 -0.950124
C23 2.768221 -0.385845 3.711767
C24 3.979840 -0.582448 -0.954370
C25 0.389503 -3.480883 0.112405
C26 -0.970106 -1.089081 -4.885925
C27 -6.184404 4.283520 0.522367
C28 3.506158 -0.586932 1.396006
C29 -4.554594 -1.045951 -0.287062
H1 -4.950710 -0.398830 -1.059496
H2 7.455660 -4.339289 -0.477567
H3 3.395885 -4.866463 0.790746
H4 -4.721758 -0.649968 0.709551
H5 3.039917 -0.336296 4.758529
H6 -7.857057 5.041981 -1.296562
H7 -7.311208 4.052607 -2.554712
H8 0.652067 -0.245881 4.082223
H9 7.691771 -2.444000 1.096320
H10 0.568049 4.464261 -1.429363
H11 3.629627 -3.001090 2.346341
H12 1.219541 1.935037 -1.770301
H13 0.022703 -4.527373 0.045098
H14 -5.525024 2.463256 -2.258438
H15 4.674779 -0.596337 -1.781639
H16 -5.045420 4.165409 2.354527
H17 -6.843967 5.070457 0.869308
H18 5.497826 -0.577747 0.551355
H19 -3.701014 1.635732 -0.773317
H20 2.223739 -0.627224 -2.222516

Atoms 1-6, force components in eV/Å:
-0.006 0.075 0.034
0.104 -0.025 0.533
0.015 -0.068 -0.007
-0.726 -0.644 -0.424
0.551 -0.183 -0.531
0.204 -0.254 -0.070

Properties
* energy: -7396.69089 Ha
* net charge: -1
* Kohn-Sham gap (alpha / beta): 6.65 / 6.54 eV
* spin multiplicity: 4


(3)
The following is a quantum chemistry calculation of a molecular structure, C29H20BrCl4CrN2O3 in a non-equilibrium geometry, from the Open Molecules 2025 dataset.

Element x y z (Å)
Br1 0.016331 4.177254 -0.299454
Cr1 -0.319873 0.544460 0.396258
Cl1 3.085191 -3.011942 0.188679
Cl2 -1.884101 -2.400774 3.950112
Cl3 -0.869475 -6.057401 -1.876140
Cl4 -6.389752 0.491565 4.587296
O1 -1.256373 -0.406273 1.903424
O2 -1.895376 1.755568 0.338815
O3 1.017065 -0.892387 0.247024
N1 0.559711 1.592994 -1.285929
N2 -1.455997 -1.031973 -0.782425
C1 0.789718 1.543066 1.845890
C2 1.040435 0.759315 -2.221859
C3 -2.862235 -1.048302 3.489300
C4 5.055384 1.421970 1.127630
C5 -2.374795 -0.180951 2.439022
C6 -4.048007 -0.823653 4.103559
C7 1.704854 2.517000 -3.632099
C8 0.634070 -2.033633 -0.255254
C9 -2.706104 -1.092420 -1.156110
C10 2.928723 2.542996 0.941622
C11 2.276639 1.521776 1.632534
C12 -1.202627 -3.396792 -1.268250
C13 -3.253284 0.892933 2.089587
C14 -4.497870 1.104664 2.752963
C15 2.141363 0.117964 -4.379675
C16 3.054190 0.449004 2.062263
C17 1.445060 -3.127455 -0.362553
C18 -0.312616 -4.504994 -1.299222
C19 -2.557249 -3.421356 -1.668642
C20 -4.881036 0.270235 3.738408
C21 0.967502 -4.360288 -0.871651
C22 1.628034 1.155124 -3.412344
C23 0.644348 2.892172 -1.530666
C24 1.208905 3.397178 -2.691036
C25 -3.310026 -2.286156 -1.600916
C26 -0.697187 -2.179237 -0.793064
C27 4.420080 0.395397 1.818384
C28 -2.924703 1.773416 1.038494
C29 4.297026 2.499568 0.689358
H1 2.355930 3.399229 0.606330
H2 -3.266450 -0.163946 -1.137701
H3 -2.988950 -4.349984 -2.020403
H4 0.971570 -0.286647 -1.989416
H5 4.992350 -0.458096 2.168078
H6 2.686676 -0.668942 -3.857128
H7 0.408014 2.568459 1.881956
H8 6.119999 1.381411 0.934725
H9 2.567717 -0.371201 2.581089
H10 2.811987 0.565099 -5.113234
H11 -5.129250 1.936746 2.460747
H12 0.491704 0.998989 2.741315
H13 1.322181 -0.356108 -4.924728
H14 1.257386 4.466582 -2.832665
H15 -4.351471 -2.283594 -1.891580
H16 4.768945 3.316416 0.155800
H17 2.159958 2.898865 -4.540646
H18 -3.664348 2.549866 0.794491
H19 -4.372344 -1.496192 4.888641
H20 1.642452 -5.206583 -0.899010

Atoms 1-6, force components in eV/Å:
-0.251 0.043 -0.122
0.159 -0.588 0.641
-0.134 -0.064 -0.059
-0.056 0.153 -0.080
0.050 0.207 0.056
0.186 -0.035 -0.109

Properties
* energy: -6911.70471 Ha
* Kohn-Sham gap (alpha / beta): 7.20 / 6.80 eV
* spin multiplicity: 4


(4)
The following is a quantum chemistry calculation of a molecular structure, C29H20ClF5GaP in a non-equilibrium geometry, from the Open Molecules 2025 dataset.

Element x y z (Å)
Ga1 0.603273 0.587843 -1.036818
Cl1 2.672316 1.269918 -1.326735
P1 0.072524 0.419399 -3.360634
F1 2.140696 1.162821 1.582989
F2 -2.939979 2.962760 2.310000
F3 -1.020948 3.431859 4.234372
F4 -2.265674 1.817871 -0.057081
F5 1.513987 2.411717 3.858999
C1 2.509300 -0.863919 -3.976077
C2 -1.662678 2.586457 2.096156
C3 1.562506 -2.098502 -6.293350
C4 -2.209353 0.755478 -5.009371
C5 0.013023 1.591034 0.600770
C6 0.906398 1.722755 1.661371
C7 0.416406 2.049082 -4.124642
C8 -1.289130 2.008128 0.874167
C9 -3.381937 -1.651058 -4.193386
C10 2.921346 -2.171325 -5.968682
C11 3.390503 -1.562011 -4.801476
C12 1.203204 3.401095 -5.979789
C13 -1.026849 -1.654683 1.255797
C14 0.050126 4.447767 -4.118920
C15 -2.199157 -1.214772 -3.589911
C16 -0.709965 2.780053 3.096207
C17 1.088945 2.157628 -5.353202
C18 -3.966551 -0.898941 -5.220860
C19 0.677335 4.543692 -5.367007
C20 0.338079 -1.672162 1.700622
C21 1.150857 -0.734070 -4.320428
C22 0.677337 -1.402568 -5.466310
C23 -3.374374 0.299911 -5.633093
C24 -0.064959 3.208506 -3.484753
C25 -1.051073 -1.554207 -0.131439
C26 -1.593838 -0.009237 -4.000193
C27 1.179028 -1.576993 0.588397
C28 0.583577 2.317574 2.887735
C29 0.344179 -1.522747 -0.624039
H1 0.763687 5.511260 -5.864638
H2 -1.892815 -1.756045 1.907913
H3 -0.533030 3.134390 -2.499710
H4 2.882717 -0.386970 -3.068675
H5 0.674870 -1.952489 -1.576755
H6 -1.928713 -1.499169 -0.773074
H7 -1.727404 -1.827531 -2.820015
H8 -0.383502 -1.371469 -5.718511
H9 -3.848528 -2.585710 -3.869571
H10 -3.813322 0.886922 -6.443527
H11 -0.351648 5.343534 -3.641121
H12 4.448104 -1.625622 -4.538480
H13 -4.883252 -1.245569 -5.702740
H14 -1.762487 1.697734 -5.327870
H15 2.267966 -1.549346 0.572918
H16 1.515119 1.269599 -5.822156
H17 1.705932 3.466764 -6.946890
H18 1.181201 -2.580559 -7.194278
H19 3.609530 -2.706277 -6.624207
H20 0.642695 -1.800200 2.736900

Atoms 1-6, force components in eV/Å:
-0.023 -1.376 1.555
0.225 0.156 -0.312
-0.234 0.519 -1.448
-0.608 0.621 0.099
0.506 -0.063 -0.081
0.039 -0.525 -0.601

Properties
* energy: -4342.75183 Ha
* Kohn-Sham gap: 7.89 eV